1.
C4H5O4V | ωB97M-V/def2-TZVPD

Spin multiplicity: 5
HOMO (alpha / beta) (eV): -15.5 / -17.3
Net charge: +2

Positions of all 14 atoms, in Å:
C -1.41939 -0.43923 -0.91215
O -2.68401 -0.73017 -1.17583
H -0.86569 0.24249 -1.56107
H -2.96103 -0.38379 -2.03285
C -0.81774 -0.94167 0.26753
C 0.54635 -1.06591 -0.11665
H -1.27366 -1.83230 0.70818
H -0.52349 0.52486 1.21597
H 0.95610 -1.66027 -0.93310
O 1.53713 -0.41930 0.57541
C 1.47997 0.84087 1.03476
O 0.39813 1.29438 1.50423
O 2.52331 1.48927 0.84760
V 3.10402 3.08080 0.57798

Atom charges from the Mulliken analysis, given in e for atoms 1 to 5:
1 C 0.23
2 O -0.35
3 H 0.35
4 H 0.40
5 C -0.72

***

2.
C34H68NiO18S8 | ωB97M-V/def2-TZVPD

Spin multiplicity: 3
HOMO (alpha / beta) (eV): -7.6 / -7.5
Net charge: 0

Positions of all 129 atoms, in Å:
Ni -0.67160 1.69742 -0.83354
O 1.05359 0.61474 -0.58856
C 0.57336 -0.50687 0.12809
C -0.59300 -0.26011 1.13544
O -1.47386 0.78470 0.80468
H 1.45569 -0.90571 0.64269
H 0.15112 -1.27251 -0.54776
H -0.15803 -0.04727 2.13280
H -1.16383 -1.18594 1.31662
C -3.53069 6.15482 -0.18670
C -4.02877 5.56313 1.15589
C -3.48178 4.14888 1.17773
S -3.66481 3.53870 -0.53864
O -4.92992 2.84265 -0.67187
O -2.44233 2.90368 -0.99232
C -3.95626 5.16653 -1.28520
H -2.44082 6.06244 -0.10804
H -3.80683 7.17248 -0.44159
H -5.12390 5.56193 1.10574
H -3.75693 6.13441 2.03964
H -3.74531 3.30830 1.81547
H -2.39802 4.25003 1.30765
H -5.03405 5.23269 -1.42551
H -3.46469 5.25107 -2.25088
C 3.58203 1.76037 -3.31312
C 2.87085 0.76964 -4.26213
C 1.37540 0.89841 -4.10001
S 1.00243 2.64662 -3.70058
O 0.11344 2.67442 -2.54780
O 0.61225 3.46339 -4.83087
C 2.69249 3.02336 -3.23008
H 4.53756 2.04276 -3.74719
H 3.73201 1.35727 -2.31257
H 3.19257 -0.25060 -4.05406
H 3.15437 0.99088 -5.29231
H 1.06251 0.45253 -3.14606
H 0.71513 0.50099 -4.86533
H 2.70493 3.74146 -2.40959
H 3.09941 3.65970 -4.02425
C 2.87077 2.67185 1.69703
C 3.22908 4.16733 1.65256
C 2.06632 4.84401 0.88375
S 0.59221 3.89060 1.35907
O -0.10486 3.52360 0.12835
O -0.13973 4.67527 2.33219
C 1.44777 2.58165 2.19072
H 3.51658 2.17003 2.41550
H 2.97727 2.21842 0.70873
H 4.20935 4.33787 1.20696
H 3.32757 4.62319 2.64249
H 2.32133 4.59992 -0.14688
H 1.79464 5.87425 1.08341
H 1.00186 1.59113 2.11854
H 1.46263 2.89023 3.23765
C -4.26775 -1.83824 -3.32947
C -3.21743 -2.89466 -2.96225
C -2.00475 -2.24355 -2.28455
S -1.84440 -0.66024 -3.17185
O -1.09550 -0.95021 -4.38236
O -1.41003 0.33337 -2.20898
C -3.61558 -0.46002 -3.59203
H -4.97058 -1.72958 -2.50567
H -4.82550 -2.16410 -4.20482
H -2.90840 -3.41434 -3.87203
H -3.61926 -3.66839 -2.30874
H -1.02117 -2.69703 -2.23888
H -2.32234 -1.96389 -1.27562
H -3.67459 0.04312 -4.55269
H -4.03026 0.22281 -2.84951
C 4.73843 -0.60427 1.87965
C 5.02087 -0.17229 0.42176
C 4.20996 -1.15114 -0.41410
S 4.54275 -2.78362 0.29347
O 5.76110 -3.30043 -0.26554
O 3.34080 -3.59370 0.32546
C 4.84274 -2.09695 1.97448
H 3.74625 -0.24207 2.13721
H 5.45434 -0.12996 2.55309
H 6.08593 -0.20375 0.18752
H 4.62682 0.80361 0.13312
H 4.29273 -1.20910 -1.49750
H 3.15009 -0.94308 -0.21697
H 5.83874 -2.47979 2.21308
H 4.20343 -2.60897 2.69146
C 1.81042 -5.02936 -2.08267
C 0.82375 -3.85561 -1.77438
C 1.01709 -2.72876 -2.80149
S 2.49677 -3.15449 -3.84082
O 3.69555 -2.67787 -3.19113
O 2.31373 -2.83820 -5.25440
C 2.22985 -4.88138 -3.52676
H 1.42392 -6.02346 -1.87043
H 2.68454 -4.88902 -1.44533
H 1.13623 -3.49372 -0.79487
H -0.23018 -4.12538 -1.73233
H 1.11243 -1.68727 -2.49413
H 0.29069 -2.74288 -3.62095
H 3.03022 -5.51947 -3.89958
H 1.38554 -5.05794 -4.20467
C -2.52271 -4.33983 0.89066
C -1.06421 -4.26359 1.27993
C -0.56286 -5.69633 1.50571
S -1.95382 -6.51693 2.38892
O -1.74108 -6.43377 3.81526
O -2.17132 -7.82486 1.77661
C -3.22521 -5.33280 1.83210
H -2.69021 -4.64511 -0.14343
H -3.01223 -3.37133 1.01398
H -0.93865 -3.75711 2.23910
H -0.43298 -3.77154 0.53988
H 0.31494 -5.69578 2.14741
H -0.35182 -6.19849 0.56318
H -3.75042 -4.90820 2.68598
H -3.98773 -5.92105 1.32094
C -2.76962 2.68799 4.65726
C -2.93786 2.35737 6.13729
C -1.53949 1.88082 6.57903
S -0.95659 0.83633 5.23474
O -1.23626 -0.56374 5.47525
O 0.40981 1.20480 4.95304
C -2.08317 1.48331 3.96067
H -2.16504 3.58342 4.50866
H -3.73329 2.80049 4.16027
H -3.63947 1.52020 6.22986
H -3.35959 3.13742 6.76669
H -1.28391 1.45742 7.54466
H -0.96617 2.80553 6.45448
H -2.77672 0.68292 3.71123
H -1.50880 1.70691 3.06191

Atom charges from the Mulliken analysis, given in e for atoms 1 to 5:
1 Ni 4.26
2 O -0.31
3 C 1.39
4 C -0.70
5 O -0.86

***

3.
C37H63BrO20S | ωB97M-V/def2-TZVPD

HOMO (eV): -8.6
SMILES: O=S1(=O)O[C@@H](C[C@@H]2CO2)[C@@](CCCBr)(CCCc2ccccc2)O1.CCOC(=O)OC.CCOC(=O)OC.CCOC(=O)OC.CCOC(=O)OC.CCOC(=O)OC
Net charge: 0

Positions of all 122 atoms, in Å:
O 2.51813 -1.31450 2.36272
S 2.93300 -1.53564 0.88347
O 4.09958 -0.53242 0.68998
O 3.29714 -3.22148 0.65772
C 2.44990 -3.50402 -0.51377
C 2.39879 -5.00785 -1.15711
C 4.08229 -5.20579 -1.72103
C 4.37528 -4.55776 -3.29555
O 4.27917 -6.16348 -2.92863
C 1.04789 -2.61781 -0.40564
C 0.37581 -2.54390 -1.89385
C -0.73558 -3.69486 -2.23212
C -1.83943 -3.12567 -3.35268
Br -2.13880 -4.56808 -4.74928
C 0.27531 -3.34480 0.83869
C -1.22118 -2.76904 1.17396
C -1.26655 -1.23956 1.76227
C -1.32570 -0.12671 0.52477
C -0.34602 1.20793 0.74400
C -0.27935 2.35946 -0.43358
C -1.17525 2.13966 -1.79124
C -2.17074 0.85710 -2.02503
C -2.22386 -0.28496 -0.83757
O 1.60612 -1.23942 -0.20183
H 3.01816 -2.88802 -1.36386
H 2.21172 -5.87652 -0.39813
H 1.83368 -5.10250 -2.17615
H 4.98950 -5.08640 -0.85989
H 5.05168 -4.97579 -4.12910
H 5.29787 -3.98999 -2.78780
H 0.00303 -1.42872 -2.10083
H 1.26732 -2.70192 -2.67238
H -0.20064 -4.59686 -2.77056
H -1.30921 -4.13309 -1.31187
H -1.47275 -2.16092 -3.90482
H -2.88669 -2.89342 -2.88592
H 0.14221 -4.48825 0.53227
H 0.89134 -3.36061 1.85201
H -1.99063 -2.82711 0.29461
H -1.65944 -3.46928 2.03597
H -2.29224 -1.10447 2.35423
H -0.41113 -1.02583 2.53135
H 0.28746 1.29073 1.74242
H 0.42776 3.28467 -0.25992
H -1.10438 2.94146 -2.64115
H -2.80568 0.69168 -2.99521
H -2.89759 -1.24065 -0.93941
C 3.54843 -3.33958 5.11273
C 4.31401 -2.04715 4.88208
O 4.54019 -1.34881 6.11568
C 5.48998 -1.87692 6.93076
O 6.15276 -2.87590 6.70303
O 5.54839 -1.12038 8.05529
C 6.43450 -1.63757 9.04136
H 2.61446 -3.14251 5.64817
H 3.31886 -3.82778 4.16201
H 4.12205 -4.04082 5.72575
H 3.71458 -1.38454 4.24821
H 5.26144 -2.22264 4.35956
H 7.44009 -1.78973 8.63486
H 6.03658 -2.57402 9.44513
H 6.49988 -0.91080 9.85580
C 10.24103 -2.48699 7.24669
C 10.41932 -1.52022 8.40568
O 10.73515 -2.21654 9.62059
C 11.99858 -2.70722 9.71180
O 12.86842 -2.60525 8.86206
O 12.11317 -3.35881 10.89614
C 13.36461 -4.01522 11.06352
H 9.49003 -3.24483 7.49064
H 9.93107 -1.95479 6.34359
H 11.16911 -3.02187 7.02504
H 9.47537 -0.99207 8.57942
H 11.17868 -0.76006 8.18891
H 14.20117 -3.32080 10.93105
H 13.44333 -4.85138 10.36143
H 13.40717 -4.41373 12.08095
C -6.86439 3.82711 -7.36797
C -6.60278 2.37331 -7.01060
O -5.56509 2.25799 -6.02544
C -5.90887 2.60628 -4.75822
O -7.00599 3.00044 -4.39759
O -4.81160 2.47211 -3.97188
C -5.01483 2.91388 -2.63452
H -5.93948 4.31616 -7.68921
H -7.60435 3.90108 -8.16914
H -7.23698 4.39020 -6.50735
H -6.25278 1.84296 -7.90300
H -7.51382 1.86693 -6.67142
H -5.87370 2.41366 -2.17440
H -5.14733 4.00037 -2.61735
H -4.12182 2.66593 -2.05414
C -7.17423 9.63762 -11.13727
C -7.19676 8.46317 -12.10156
O -5.95350 7.74598 -12.07761
C -5.73887 6.96724 -10.98544
O -6.50222 6.83084 -10.04322
O -4.51481 6.39569 -11.10931
C -4.12486 5.63778 -9.96980
H -6.32140 10.29067 -11.34714
H -8.09671 10.21896 -11.21457
H -7.06844 9.30306 -10.10120
H -7.32522 8.84054 -13.12198
H -8.03547 7.78682 -11.90018
H -4.87350 4.87858 -9.71930
H -3.95390 6.30538 -9.11928
H -3.18540 5.12935 -10.20369
C -8.52243 1.51689 3.11509
C -7.55637 0.85811 2.14430
O -6.28542 1.52542 2.14124
C -5.49641 1.30370 3.22459
O -5.77519 0.59726 4.17975
O -4.36099 2.03086 3.07495
C -3.49517 1.96899 4.20257
H -8.62153 2.58412 2.89364
H -9.50791 1.04734 3.05815
H -8.16779 1.44003 4.14702
H -7.95908 0.93890 1.12870
H -7.43016 -0.20975 2.35688
H -3.25008 0.93354 4.46211
H -3.95529 2.48079 5.05384
H -2.56684 2.48807 3.94850

Atom charges from the Mulliken analysis, given in e for atoms 1 to 5:
1 O -0.53
2 S 1.18
3 O -0.65
4 O -0.33
5 C -0.65

***

4.
C14H33BrN3O6P2Pd | ωB97M-V/def2-TZVPD

HOMO (alpha / beta) (eV): -17.0 / -17.0
Net charge: +3

Positions of all 60 atoms, in Å:
Pd 0.75107 -0.84352 -0.01390
N -1.09317 0.29500 3.05894
C -0.44232 -1.02147 3.37120
P 1.30226 -0.96206 2.73102
O 1.54066 0.48703 2.40821
O 1.48879 -1.98171 1.62310
C 2.46903 -1.31169 4.13204
N 3.27252 -0.06455 4.38974
H -1.86059 0.51303 3.69674
H -1.43701 0.34321 2.08221
H -0.37263 1.02852 3.11174
H -0.97213 -1.83508 2.88091
H -0.46920 -1.19015 4.44594
H 3.12750 -2.12340 3.82764
H 1.94842 -1.62730 5.03298
H 2.91584 0.66665 3.74453
H 4.26614 -0.19939 4.19010
H 3.20562 0.26283 5.35505
C 3.57107 0.29792 -1.27701
O 2.85344 -0.93267 -1.52657
H 4.56021 0.09695 -0.86918
H 2.99786 0.87423 -0.55447
H 3.67728 0.87227 -2.19709
H 3.47206 -1.52884 -1.96493
Br 1.26577 -5.11093 -3.82580
C 0.24426 -4.33751 -2.46414
C -0.92948 -4.91880 -2.00880
C -1.63864 -4.29135 -0.99255
C -1.16608 -3.10549 -0.47233
N -0.02963 -2.56484 -0.92313
C 0.67030 -3.14899 -1.89624
H -1.28675 -5.84615 -2.43768
H -2.55656 -4.71902 -0.61408
H -1.69747 -2.57194 0.30294
H 1.57509 -2.66635 -2.22843
C -1.21800 4.89426 -0.41291
C -0.19544 3.96427 -1.00806
O -0.76412 2.61138 -1.16738
P -0.31007 1.28234 -0.48224
O -1.64895 0.68611 0.22497
C -2.99150 0.86147 -0.38208
C -3.77835 1.90497 0.36902
O -0.23867 0.23052 -1.74373
C 0.29407 0.61263 -3.07500
C -0.86294 0.88127 -4.00282
H -0.82380 5.91013 -0.45296
H -1.42895 4.65245 0.62966
H -2.14485 4.87167 -0.98545
H 0.70355 3.90542 -0.39334
H 0.08301 4.27906 -2.00999
H -3.46357 -0.11672 -0.33055
H -2.86192 1.13112 -1.42850
H -4.04030 1.56824 1.37412
H -4.71000 2.09927 -0.16368
H -3.22318 2.84066 0.43322
H 0.88919 -0.23299 -3.40627
H 0.93825 1.48472 -2.96695
H -1.51919 0.01313 -4.06603
H -0.46614 1.08669 -4.99791
H -1.44167 1.74352 -3.67385

Atom charges from the Mulliken analysis, given in e for atoms 1 to 5:
1 Pd 0.57
2 N 0.06
3 C -0.80
4 P 1.60
5 O -1.03

***

| no. | total energy (Eh) |
| --- | --- |
| 1 | -1399.5150 |
| 2 | -7384.2895 |
| 3 | -5923.9186 |
| 4 | -4552.6794 |